No. 1
The following is a DFT calculation (wB97M-V/def2-TZVPD) of 9 unconnected molecules or ions with the total composition C30H60BF10N12O14S6 at a distorted geometry.

Output
- HOMO level: -9.41 eV
- Kohn-Sham gap: 6.3 eV
- E_LUMO: -3.1 eV
- Calculated total energy: -6302.00075 Eh
- Charge: +1

Each line ends with the Löwdin charge.
Positions of all 133 atoms, in Å:
C1 23.956 -13.011 -9.474  -0.076
C2 24.901 -13.930 -10.214  -0.156
N1 25.688 -13.306 -11.271  -0.005
C3 25.616 -12.023 -11.719  -0.025
C4 26.571 -11.836 -12.647  -0.002
N2 27.204 -13.046 -12.770  -0.071
C5 26.665 -13.913 -11.930  0.004
C6 28.249 -13.404 -13.712  0.029
H1 24.417 -12.145 -8.998  0.059
H2 23.313 -13.541 -8.776  0.066
H3 23.222 -12.617 -10.191  0.083
H4 24.337 -14.752 -10.652  0.141
H5 25.602 -14.374 -9.501  0.099
H6 24.804 -11.370 -11.453  0.131
H7 26.808 -10.989 -13.262  0.137
H8 27.075 -14.894 -11.702  0.137
H9 29.260 -13.268 -13.327  0.105
H10 28.241 -12.670 -14.521  0.100
H11 28.074 -14.384 -14.137  0.111
C7 29.525 -8.515 -3.378  -0.056
C8 28.733 -7.884 -4.511  -0.127
N3 27.400 -8.507 -4.612  -0.025
C9 26.292 -8.066 -3.944  -0.017
C10 25.233 -8.699 -4.465  -0.024
N4 25.702 -9.495 -5.472  -0.070
C11 26.996 -9.334 -5.561  -0.043
C12 24.869 -10.256 -6.416  0.046
H12 28.892 -8.690 -2.505  0.078
H13 30.254 -7.796 -2.998  0.102
H14 30.070 -9.429 -3.602  0.046
H15 29.217 -7.967 -5.484  0.119
H16 28.641 -6.810 -4.354  0.130
H17 26.475 -7.341 -3.169  0.148
H18 24.189 -8.670 -4.213  0.138
H19 27.701 -9.748 -6.271  0.135
H20 25.336 -10.234 -7.396  0.082
H21 23.885 -9.800 -6.397  0.104
H22 24.876 -11.285 -6.063  0.096
C13 24.687 -10.132 1.055  -0.055
C14 25.850 -9.240 0.638  -0.164
N5 26.800 -9.932 -0.225  -0.050
C15 28.123 -10.170 0.042  0.014
C16 28.621 -10.953 -0.931  0.030
N6 27.629 -11.036 -1.900  -0.036
C17 26.570 -10.367 -1.459  -0.068
C18 27.720 -11.656 -3.232  0.030
H23 25.022 -10.877 1.771  0.089
H24 24.267 -10.581 0.150  0.069
H25 23.827 -9.584 1.437  0.086
H26 26.361 -8.806 1.494  0.131
H27 25.464 -8.384 0.077  0.124
H28 28.502 -9.913 1.016  0.149
H29 29.557 -11.492 -0.953  0.158
H30 25.579 -10.373 -1.876  0.152
H31 28.488 -11.169 -3.829  0.073
H32 26.747 -11.649 -3.711  0.090
H33 28.126 -12.663 -3.103  0.114
C19 26.406 -17.277 -6.219  -0.027
C20 25.910 -16.426 -5.066  -0.128
N7 24.561 -15.887 -5.371  -0.033
C21 24.288 -14.769 -6.090  -0.004
C22 22.964 -14.536 -5.954  -0.025
N8 22.436 -15.579 -5.234  -0.091
C23 23.443 -16.395 -4.910  -0.008
C24 21.052 -15.751 -4.807  0.020
H34 25.812 -18.188 -6.310  0.090
H35 27.444 -17.530 -6.003  0.078
H36 26.338 -16.764 -7.179  0.063
H37 26.518 -15.541 -4.878  0.114
H38 25.852 -16.921 -4.098  0.137
H39 25.050 -14.268 -6.669  0.134
H40 22.339 -13.706 -6.230  0.126
H41 23.370 -17.241 -4.247  0.181
H42 20.663 -16.726 -5.095  0.106
H43 20.425 -14.954 -5.189  0.097
H44 21.050 -15.730 -3.715  0.104
C25 33.394 -13.859 -8.840  -0.061
O1 33.124 -12.475 -9.014  -0.186
C26 31.830 -12.247 -9.481  -0.231
C27 31.515 -10.766 -9.561  -0.096
N9 31.358 -10.067 -8.254  0.065
H45 31.292 -9.051 -8.327  0.164
H46 30.479 -10.446 -7.798  0.120
C28 32.385 -10.294 -7.187  -0.095
C29 32.468 -9.106 -6.286  -0.209
O2 32.868 -8.001 -7.068  -0.177
C30 33.044 -6.821 -6.333  -0.093
H47 34.319 -13.976 -8.278  0.094
H48 33.567 -14.327 -9.814  0.096
H49 32.615 -14.357 -8.258  0.093
H50 31.087 -12.718 -8.832  0.083
H51 31.732 -12.547 -10.534  0.144
H52 30.543 -10.761 -10.062  0.110
H53 32.165 -10.146 -10.176  0.143
H54 33.332 -10.502 -7.686  0.139
H55 32.244 -11.244 -6.671  0.144
H56 33.304 -9.364 -5.623  0.144
H57 31.568 -8.973 -5.676  0.115
H58 33.996 -6.764 -5.805  0.101
H59 32.206 -6.670 -5.643  0.086
H60 32.995 -5.945 -6.981  0.090
N10 28.342 -16.613 -11.071  -0.286
S1 27.197 -17.726 -10.566  0.517
O3 26.115 -17.218 -9.781  -0.293
O4 27.662 -19.046 -10.329  -0.235
F1 26.585 -17.886 -12.032  -0.202
S2 28.773 -16.107 -9.681  0.417
O5 29.402 -17.076 -8.848  -0.235
O6 27.925 -15.130 -9.033  -0.328
F2 30.021 -15.182 -10.117  -0.199
N11 31.177 -16.923 -2.902  -0.262
S3 30.566 -18.296 -2.352  0.463
O7 30.518 -19.371 -3.304  -0.289
O8 29.554 -18.237 -1.327  -0.309
F3 31.779 -18.757 -1.405  -0.210
S4 29.755 -16.286 -3.476  0.490
O9 28.805 -15.885 -2.476  -0.319
O10 29.253 -16.814 -4.707  -0.286
F4 30.321 -14.889 -3.980  -0.208
N12 29.047 -11.557 -7.029  -0.285
S5 29.280 -13.051 -6.482  0.449
O11 30.051 -13.813 -7.406  -0.245
O12 28.234 -13.635 -5.706  -0.255
F5 30.363 -12.737 -5.378  -0.153
S6 28.065 -11.940 -8.339  0.516
O13 26.877 -12.678 -8.065  -0.284
O14 28.709 -12.196 -9.583  -0.249
F6 27.454 -10.462 -8.573  -0.219
B1 31.825 -10.122 -2.326  -1.246
F7 30.699 -10.811 -2.848  0.048
F8 32.767 -11.081 -1.878  0.101
F9 32.382 -9.381 -3.369  0.113
F10 31.499 -9.279 -1.237  0.097

---

No. 2
The following is a DFT calculation (wB97M-V/def2-TZVPD) of 11 unconnected molecules or ions with the total composition C30H60F3N4O45S11 at a distorted geometry.

Output
- HOMO level: -11.25 eV
- Kohn-Sham gap: 6.9 eV
- E_LUMO: -4.4 eV
- Calculated total energy: -9462.97611 Eh
- Charge: +1

Each line ends with the Löwdin charge.
Positions of all 153 atoms, in Å:
N1 4.579 0.926 2.507  0.022
C1 3.514 0.840 3.506  -0.208
C2 2.392 1.905 3.411  -0.351
O1 2.763 3.040 4.184  0.010
C3 2.038 2.321 1.989  -0.074
N2 1.561 1.218 1.068  0.109
C4 0.492 0.532 1.561  -0.238
N3 0.725 -0.466 2.419  0.261
N4 -0.862 0.774 1.192  0.017
C5 -1.408 1.971 1.885  -0.062
C6 -2.490 1.591 2.926  -0.235
O2 -2.100 1.826 4.267  0.028
C7 -3.753 2.423 2.708  -0.566
F1 -4.648 2.260 3.685  0.177
F2 -4.322 2.081 1.522  0.131
F3 -3.476 3.753 2.630  0.131
C8 -0.948 0.837 -0.297  -0.133
O3 0.327 0.920 -0.864  -0.113
C9 1.071 1.880 -0.175  -0.334
C10 2.202 2.396 -1.060  -0.127
S1 2.347 4.178 -1.036  0.697
O4 3.692 4.559 -0.703  -0.336
O5 1.372 4.759 -0.143  -0.345
H1 4.791 1.875 2.233  0.069
H2 4.414 0.323 1.713  0.075
H3 3.125 -0.181 3.482  0.106
H4 3.981 0.953 4.486  0.098
H5 1.523 1.482 3.931  0.113
H6 3.256 3.639 3.606  0.105
H7 2.968 2.692 1.541  0.118
H8 1.359 3.178 1.989  0.127
H9 1.317 -1.224 2.103  0.153
H10 0.387 -0.437 3.383  0.084
H11 -0.634 2.559 2.393  0.134
H12 -1.870 2.673 1.185  0.132
H13 -2.790 0.548 2.762  0.166
H14 -1.137 1.783 4.300  0.087
H15 -1.643 1.602 -0.668  0.139
H16 -1.342 -0.125 -0.638  0.152
H17 0.386 2.708 0.061  0.144
H18 3.151 1.973 -0.725  0.122
H19 1.966 2.098 -2.086  0.112
H20 2.099 4.662 -2.281  0.072
C11 0.461 8.835 -2.908  -0.144
C12 -0.975 8.360 -2.925  -0.147
O6 -1.030 7.438 -4.028  -0.176
S2 0.370 6.692 -4.168  0.598
O7 0.289 5.425 -3.527  -0.241
O8 0.811 6.805 -5.511  -0.212
O9 1.228 7.666 -3.242  -0.180
H21 0.643 9.593 -3.671  0.138
H22 0.762 9.220 -1.937  0.141
H23 -1.683 9.171 -3.070  0.141
H24 -1.227 7.815 -2.014  0.136
C13 -0.529 1.793 -6.106  -0.141
C14 -1.373 0.537 -6.102  -0.143
O10 -1.256 0.033 -4.758  -0.204
S3 -1.101 1.259 -3.743  0.625
O11 -2.366 1.554 -3.170  -0.204
O12 0.033 1.024 -2.926  -0.208
O13 -0.760 2.388 -4.819  -0.180
H25 0.534 1.560 -6.189  0.139
H26 -0.810 2.481 -6.898  0.143
H27 -1.027 -0.202 -6.819  0.134
H28 -2.425 0.760 -6.290  0.141
C15 1.002 -3.586 6.728  -0.132
C16 -0.460 -3.210 6.691  -0.171
O14 -0.470 -1.802 7.028  -0.167
S4 0.850 -1.118 6.483  0.611
O15 0.562 -0.491 5.226  -0.271
O16 1.462 -0.393 7.528  -0.180
O17 1.683 -2.440 6.178  -0.178
H29 1.356 -3.734 7.750  0.141
H30 1.214 -4.475 6.142  0.141
H31 -1.056 -3.772 7.395  0.124
H32 -0.873 -3.320 5.694  0.117
C17 1.996 6.357 -8.508  -0.171
C18 0.697 6.959 -8.993  -0.169
O18 0.797 6.920 -10.422  -0.185
S5 1.645 5.632 -10.867  0.602
O19 0.748 4.588 -11.211  -0.222
O20 2.677 6.055 -11.737  -0.208
O21 2.271 5.293 -9.429  -0.191
H33 2.815 7.078 -8.563  0.138
H34 1.920 5.972 -7.497  0.106
H35 0.553 7.979 -8.649  0.136
H36 -0.160 6.352 -8.695  0.132
C19 -0.460 -3.538 -6.572  -0.177
C20 -0.600 -3.010 -5.159  -0.185
O22 -0.770 -4.177 -4.354  -0.180
S6 0.064 -5.401 -4.992  0.629
O23 1.299 -5.503 -4.315  -0.224
O24 -0.812 -6.504 -5.144  -0.204
O25 0.312 -4.729 -6.441  -0.180
H37 -1.432 -3.802 -6.996  0.135
H38 0.042 -2.835 -7.233  0.130
H39 -1.450 -2.345 -5.043  0.116
H40 0.310 -2.499 -4.833  0.136
C21 2.130 -8.467 0.174  -0.159
C22 2.810 -7.172 0.557  -0.169
O26 3.346 -6.668 -0.668  -0.187
S7 2.377 -7.093 -1.884  0.621
O27 1.523 -6.008 -2.192  -0.242
O28 3.169 -7.726 -2.874  -0.202
O29 1.527 -8.203 -1.103  -0.235
H41 2.854 -9.276 0.051  0.139
H42 1.372 -8.766 0.891  0.108
H43 3.603 -7.315 1.287  0.133
H44 2.089 -6.444 0.941  0.130
C23 -3.885 -8.755 -0.732  -0.164
C24 -3.432 -10.186 -0.932  -0.162
O30 -2.046 -10.077 -1.272  -0.173
S8 -1.402 -8.819 -0.520  0.625
O31 -0.759 -9.277 0.663  -0.220
O32 -0.742 -8.017 -1.472  -0.194
O33 -2.780 -8.111 -0.086  -0.187
H45 -4.063 -8.255 -1.686  0.135
H46 -4.776 -8.685 -0.114  0.133
H47 -3.979 -10.693 -1.722  0.138
H48 -3.513 -10.762 -0.007  0.134
C25 9.072 1.142 5.884  -0.158
C26 9.303 1.332 4.402  -0.159
O34 8.132 0.781 3.784  -0.184
S9 6.865 1.011 4.735  0.598
O35 6.182 2.179 4.306  -0.232
O36 6.215 -0.232 4.927  -0.215
O37 7.672 1.392 6.065  -0.182
H49 9.280 0.116 6.194  0.135
H50 9.659 1.828 6.489  0.137
H51 10.195 0.823 4.047  0.137
H52 9.361 2.391 4.139  0.135
C27 -4.908 -5.665 4.667  -0.153
C28 -4.857 -6.277 6.049  -0.152
O38 -3.595 -6.961 6.089  -0.174
S10 -2.530 -6.173 5.201  0.620
O39 -1.747 -5.338 6.053  -0.247
O40 -1.929 -7.079 4.298  -0.194
O41 -3.559 -5.237 4.413  -0.184
H53 -5.179 -6.404 3.910  0.136
H54 -5.590 -4.822 4.610  0.138
H55 -5.672 -6.972 6.232  0.140
H56 -4.853 -5.510 6.826  0.136
C29 -6.688 5.754 0.524  -0.167
C30 -6.179 5.553 1.935  -0.174
O42 -7.227 6.053 2.770  -0.182
S11 -8.646 5.791 2.065  0.607
O43 -9.211 4.606 2.599  -0.213
O44 -9.357 7.013 2.024  -0.208
O45 -8.085 5.458 0.596  -0.185
H57 -6.573 6.792 0.203  0.133
H58 -6.199 5.098 -0.192  0.133
H59 -5.252 6.087 2.127  0.134
H60 -6.040 4.494 2.160  0.116

---

No. 3
The following is a DFT calculation (wB97M-V/def2-TZVPD) of a molecular structure, C30H60F3N4O8PtS6 at a distorted geometry.

Output
- HOMO level (alpha / beta): -9.40 / -9.40 eV
- Kohn-Sham gap (alpha / beta): 7.7 / 6.6 eV
- E_LUMO (alpha / beta): -1.7 / -2.8 eV
- Calculated total energy: -4807.56036 Eh
- Charge: +1
- Spin multiplicity: 3

Each line ends with the Löwdin spin population.
Positions of all 112 atoms, in Å:
Pt1 -9.202 -20.034 9.172  1.557
C1 -11.148 -19.768 11.932  0.020
O1 -10.033 -19.783 12.805  0.001
O2 -10.725 -19.503 10.687  0.139
C2 -11.988 -21.070 12.105  -0.001
F1 -13.082 -21.037 11.334  0.000
F2 -11.314 -22.209 11.796  0.000
F3 -12.359 -21.209 13.397  0.000
C3 -10.242 -19.441 14.170  0.000
C4 -8.879 -19.115 14.748  0.000
H1 -9.022 -19.097 15.833  0.000
H2 -8.154 -19.878 14.466  0.000
H3 -8.475 -18.138 14.485  0.000
H4 -10.773 -20.189 14.759  0.000
H5 -10.943 -18.605 14.280  0.000
H6 -11.793 -18.945 12.289  0.007
C5 -5.189 -17.775 10.170  0.005
S1 -6.973 -17.443 9.966  0.006
O3 -7.499 -18.838 9.607  0.054
C6 -7.328 -17.226 11.730  0.000
H7 -4.686 -17.778 9.204  0.000
H8 -5.105 -18.768 10.605  0.000
H9 -4.736 -17.011 10.798  0.001
H10 -7.224 -16.192 12.039  0.000
H11 -6.675 -17.927 12.253  0.000
H12 -8.330 -17.643 11.866  0.000
C7 -9.256 -24.364 8.244  0.003
S2 -10.091 -23.447 9.564  0.011
O4 -9.986 -22.046 8.998  0.053
C8 -11.832 -23.897 9.185  0.002
H13 -9.244 -25.450 8.356  0.001
H14 -8.229 -24.016 8.150  0.000
H15 -9.798 -24.190 7.313  0.000
H16 -12.034 -23.479 8.206  0.000
H17 -12.362 -23.390 9.988  0.000
H18 -11.930 -24.980 9.224  0.001
C9 -13.509 -20.014 8.311  0.000
S3 -12.218 -19.672 7.066  0.011
O5 -10.889 -19.881 7.734  0.036
C10 -12.640 -21.079 5.973  0.004
H19 -13.467 -19.168 8.996  0.000
H20 -13.397 -20.945 8.862  0.000
H21 -14.499 -20.004 7.853  0.000
H22 -12.758 -21.995 6.556  0.000
H23 -11.782 -21.380 5.370  0.000
H24 -13.534 -20.811 5.421  0.001
C11 -4.842 -18.776 15.600  0.000
S4 -4.288 -17.327 14.680  0.000
O6 -4.206 -17.689 13.222  0.000
C12 -5.653 -16.170 14.921  0.000
H25 -4.934 -18.518 16.658  0.000
H26 -4.061 -19.532 15.524  0.000
H27 -5.775 -19.280 15.330  0.000
H28 -5.559 -15.259 14.333  0.000
H29 -5.713 -15.919 15.980  0.000
H30 -6.611 -16.596 14.609  0.000
C13 -13.162 -26.710 17.412  0.000
S5 -12.892 -26.170 15.686  0.000
O7 -14.267 -26.022 15.073  0.000
C14 -12.287 -24.520 16.170  0.000
H31 -13.596 -25.851 17.924  0.000
H32 -12.218 -26.919 17.918  0.000
H33 -13.822 -27.571 17.438  0.000
H34 -13.082 -24.017 16.722  0.000
H35 -12.026 -23.995 15.257  0.000
H36 -11.431 -24.591 16.842  0.000
C15 -5.443 -21.885 10.666  0.001
S6 -6.841 -21.098 11.526  0.011
O8 -8.019 -21.258 10.589  0.065
C16 -7.045 -22.340 12.844  0.008
H37 -5.777 -22.789 10.151  0.000
H38 -4.518 -22.058 11.214  0.000
H39 -5.139 -21.248 9.828  0.000
H40 -7.126 -23.372 12.515  0.000
H41 -7.857 -22.028 13.501  0.000
H42 -6.167 -22.248 13.493  0.001
C17 -12.403 -17.860 16.718  0.000
C18 -13.076 -17.628 15.431  0.000
N1 -13.599 -17.490 14.422  0.000
H43 -11.548 -17.187 16.777  0.000
H44 -12.135 -18.905 16.852  0.000
H45 -13.046 -17.595 17.557  0.000
N2 -10.962 -16.516 11.119  0.000
C19 -12.058 -15.935 11.686  0.000
C20 -11.942 -14.561 11.505  0.000
C21 -10.684 -14.334 10.922  0.000
C22 -10.115 -15.564 10.655  0.000
H46 -10.900 -17.527 11.062  0.000
H47 -12.886 -16.433 12.163  0.000
H48 -12.647 -13.844 11.890  0.000
H49 -10.289 -13.357 10.692  0.000
H50 -9.299 -15.898 10.038  0.000
N3 -8.503 -24.710 16.764  0.000
C23 -8.779 -23.599 17.512  0.000
C24 -9.268 -22.628 16.669  0.000
C25 -9.324 -23.214 15.378  0.000
C26 -8.887 -24.507 15.453  0.000
H51 -8.160 -25.566 17.159  0.000
H52 -8.689 -23.649 18.585  0.000
H53 -9.658 -21.668 16.954  0.000
H54 -9.682 -22.646 14.532  0.000
H55 -8.923 -25.374 14.815  0.000
N4 -11.955 -27.510 11.009  0.000
C27 -12.129 -26.474 11.883  0.000
C28 -10.973 -25.765 11.965  0.000
C29 -10.006 -26.408 11.170  0.000
C30 -10.647 -27.495 10.583  0.000
H56 -12.625 -28.218 10.780  0.000
H57 -13.129 -26.326 12.263  0.000
H58 -10.772 -24.941 12.633  0.000
H59 -8.987 -26.077 11.060  0.000
H60 -10.268 -28.264 9.931  0.000